{
  "formula": "C3H10N3",
  "method": "the ωB97M-V functional and the def2-TZVPD basis",
  "homo_energy_ha": -0.4695,
  "multiplicity": 1,
  "fmax_ev_per_a": 2.7,
  "total_charge": 1,
  "gap_ev": 9.7,
  "e_tot_ha": -284.28653,
  "lumo_ev": -3.070,
  "de_lowest_kj_mol": 234.85,
  "elements": ["C", "C", "N", "N", "H", "H", "H", "H", "H", "H", "H", "C", "N", "H", "H", "H"],
  "positions_angstrom": [[1.06564, -1.02653, -0.53543], [0.72464, -0.08237, -1.45106], [-0.54278, 0.63905, -1.20986], [2.17017, -1.82166, -0.68690], [0.36048, -1.17381, 0.32536], [1.31843, 0.24357, -2.32257], [-1.36190, 0.15257, -1.64488], [-0.79021, 0.73612, -0.18994], [-0.59172, 1.56453, -1.65969], [2.78753, -1.56973, -1.43216], [2.72009, -1.97472, 0.17206], [-1.95083, 0.75907, 2.13842], [-0.80444, 0.94167, 1.55326], [-2.63156, 0.02284, 1.65720], [-2.29651, 1.19635, 3.06339], [-0.17704, 1.39305, 2.22281]],
  "atomic_forces_ev_per_a": [[-0.7, 1.1, -0.8], [0.3, -0.3, 0.7], [-1.6, -0.3, -1.4], [0.3, -0.1, 1.6], [1.1, -0.1, -0.7], [-0.6, -0.3, 0.7], [0.8, 0.2, 0.3], [0.7, 0.1, 0.3], [0.5, -0.2, 0.4], [0.2, 0.1, -0.5], [-0.7, -0.2, -0.6], [1.1, -1.0, -1.8], [-1.8, -0.6, 1.9], [0.1, 0.9, 0.1], [0.3, 0.0, 0.4], [0.0, 0.6, -0.5]],
  "lowdin_charge": [-0.19, -0.11, 0.12, 0.07, 0.13, 0.13, 0.18, 0.06, 0.17, 0.09, 0.12, -0.03, 0.00, 0.08, 0.08, 0.08]
}